*i*
Molecular formula: C5H6OS2
Method: DFT, ωB97M-V with the def2-TZVPD basis set

Computed properties:
E_LUMO, eV: 0.012
Structure (SMILES): C#C[C@H](OC=S)SC

Geometry (Å):
C (0.268, -2.855, 1.169)
C (-0.001, -1.637, 1.005)
C (-0.037, -0.202, 0.445)
O (-0.387, -0.132, -0.979)
C (-1.669, -0.642, -1.209)
S (-2.184, -0.721, -2.737)
S (1.547, 0.601, 0.524)
C (1.185, 2.298, 0.092)
H (0.649, -4.008, 1.247)
H (-0.745, 0.471, 0.935)
H (-2.138, -0.819, -0.226)
H (0.447, 2.178, -0.787)
H (2.340, 2.461, -0.379)
H (0.725, 3.008, 0.901)

*ii*
Molecular formula: C5H6OS2
Method: DFT, ωB97M-V with the def2-TZVPD basis set

Computed properties:
E_LUMO, eV: -0.653

Geometry (Å):
C (0.442, 1.398, 0.358)
C (-0.287, 0.439, 1.348)
C (-0.586, -1.496, -0.702)
C (-0.037, -0.233, -1.243)
C (1.051, 0.293, -0.423)
H (-0.554, 0.911, 2.416)
H (0.445, -0.147, 1.970)
H (-1.306, -2.016, -1.369)
H (0.161, -2.255, -0.208)
H (-0.821, 0.685, -0.931)
H (1.579, -0.407, 0.092)
O (1.205, 0.407, -1.834)
S (0.281, 3.039, 0.020)
S (-1.572, -0.617, 0.507)

*iii*
Molecular formula: C5H6OS2
Method: DFT, ωB97M-V with the def2-TZVPD basis set

Computed properties:
E_LUMO, eV: -0.139

Geometry (Å):
C (0.831, -0.261, -0.528)
C (0.557, 1.313, -0.205)
C (-0.935, 1.379, -0.613)
C (-1.351, 0.074, 0.019)
C (-0.039, -0.368, 0.642)
H (2.711, 0.015, 0.979)
H (0.521, -0.719, -1.519)
H (1.298, 2.007, -0.494)
H (-1.209, 1.311, -1.654)
H (-1.326, 2.245, -0.154)
H (0.100, -1.253, 1.216)
O (0.454, 0.930, 1.165)
S (2.610, -0.697, -0.203)
S (-2.617, -0.795, -0.021)

Name the least stable of them. *ii*.

*i*
Molecular formula: C2H5FSi
Method: DFT, ωB97M-V with the def2-TZVPD basis set

Computed properties:
E_LUMO, eV: 0.067

Geometry (Å):
C (1.248, -1.376, -1.684)
C (1.335, -0.243, -1.975)
F (1.490, -2.554, -2.158)
Si (-0.504, 0.770, 0.888)
H (-0.301, 0.396, -0.426)
H (1.083, 0.688, -1.739)
H (0.410, -0.650, 1.456)
H (-2.024, 0.882, 1.174)
H (0.229, 2.079, 1.507)

*ii*
Molecular formula: C2H5FSi
Method: DFT, ωB97M-V with the def2-TZVPD basis set

Computed properties:
E_LUMO, eV: -1.066

Geometry (Å):
C (-0.913, 0.802, 0.304)
C (-1.278, -0.240, -0.350)
F (-0.883, -1.469, 0.071)
Si (2.812, -0.624, 0.094)
H (-1.158, 1.854, -0.101)
H (-0.045, 0.802, 0.989)
H (-2.073, -0.251, -1.113)
H (1.442, -1.410, 0.567)
H (2.097, 0.535, -0.460)

Name the least stable of them. *i*.

*i*
Molecular formula: C2H7N3
Method: DFT, ωB97M-V with the def2-TZVPD basis set

Computed properties:
E_LUMO, eV: 0.794
Structure (SMILES): [H]/N=C\N(C)N

Geometry (Å):
H (0.288, -1.630, -1.659)
N (1.252, -1.490, -1.330)
C (1.161, -0.599, -0.405)
N (-0.029, 0.045, 0.014)
C (-0.069, 1.162, 0.885)
N (-1.171, -0.512, -0.444)
H (2.014, -0.242, 0.095)
H (-0.607, 0.832, 1.790)
H (0.957, 1.362, 1.265)
H (-0.328, 2.097, 0.433)
H (-1.788, 0.089, -0.886)
H (-1.680, -1.113, 0.244)

*ii*
Molecular formula: C2H7N3
Method: DFT, ωB97M-V with the def2-TZVPD basis set

Computed properties:
E_LUMO, eV: 0.888
Structure (SMILES): [H]/N=C/N(C)N

Geometry (Å):
H (-2.298, -0.608, 1.201)
N (-1.596, -0.787, 0.437)
C (-0.816, 0.206, 0.578)
N (0.211, 0.384, -0.274)
C (1.437, 0.759, 0.441)
N (0.313, -0.632, -1.256)
H (-0.771, 0.964, 1.420)
H (1.082, 1.548, 1.176)
H (2.132, 1.119, -0.338)
H (1.915, -0.031, 0.994)
H (1.039, -1.336, -0.825)
H (0.679, -0.213, -2.092)

Name the least stable of them. *ii*.

*i*
Molecular formula: C2H7N3
Method: DFT, ωB97M-V with the def2-TZVPD basis set

Computed properties:
E_LUMO, eV: 0.901
Structure (SMILES): [H]/N=C\NNC

Geometry (Å):
H (1.186, -1.199, 0.743)
N (1.909, -0.888, 0.143)
C (1.589, 0.285, -0.231)
N (0.399, 0.917, 0.270)
N (-0.346, -0.095, 0.810)
C (-1.350, -0.405, -0.291)
H (2.329, 0.944, -0.684)
H (-0.112, 1.550, -0.358)
H (-0.676, 0.369, 1.598)
H (-2.402, -1.073, -0.087)
H (-1.761, 0.487, -0.753)
H (-0.766, -0.892, -1.160)

*ii*
Molecular formula: C2H7N3
Method: DFT, ωB97M-V with the def2-TZVPD basis set

Computed properties:
E_LUMO, eV: 1.138

Geometry (Å):
C (1.046, -1.646, -0.796)
C (-0.392, 0.771, 1.384)
N (1.141, -0.474, -0.459)
N (-0.951, 1.024, -0.871)
N (-0.514, 0.103, 0.130)
H (1.745, -2.168, -1.369)
H (0.294, -2.365, -0.538)
H (-0.315, -0.151, 2.128)
H (0.412, 1.455, 1.493)
H (-1.206, 1.345, 1.746)
H (-1.013, 0.384, -1.749)
H (-0.246, 1.721, -1.100)

*iii*
Molecular formula: C2H7N3
Method: DFT, ωB97M-V with the def2-TZVPD basis set

Computed properties:
E_LUMO, eV: 0.950
Structure (SMILES): [H]/N=C(\N)NC

Geometry (Å):
H (-1.689, -0.465, 1.646)
N (-0.951, -0.120, 1.237)
C (-0.586, -0.296, 0.029)
N (-1.392, -0.806, -1.043)
N (0.727, -0.077, -0.446)
C (1.443, 0.851, 0.504)
H (-0.884, -0.894, -1.965)
H (-2.242, -1.331, -0.935)
H (0.824, 0.106, -1.429)
H (2.363, 1.292, 0.105)
H (0.706, 1.562, 0.946)
H (1.680, 0.179, 1.351)

Name the least stable of them. *ii*.